Record 1
This record from OMol25 describes 2 unconnected molecules or ions with the total composition C14H11F13N4O. The level of theory is wB97M-V/def2-TZVPD.

Computed properties:
strongest force on any atom	16.6	eV Å⁻¹
E_HOMO	-8.7	eV
Kohn-Sham gap	8.12	eV
energy above the lowest of the compared OMol25 structures with the same formula, charge and spin	1591.7	kJ/mol
total charge	0

Geometry (Å):
C (-4.351, -1.786, -0.999)
N (0.028, 1.237, -0.116)
H (-4.591, -2.759, -0.870)
C (4.621, 0.916, -0.284)
C (6.806, -0.542, -0.217)
C (-3.393, 0.070, 0.185)
F (7.044, 0.204, 1.887)
H (-7.683, 0.578, -0.115)
F (7.355, -1.599, -0.967)
C (0.890, 1.991, 0.248)
C (-4.456, -0.939, 0.002)
F (5.040, -0.998, 0.940)
F (2.443, -0.298, -0.079)
C (3.114, 0.812, 0.269)
C (-2.145, 0.309, -0.281)
N (-1.218, 0.858, 0.250)
F (7.589, -1.700, 1.608)
H (-5.010, -1.636, -1.866)
F (4.686, 1.339, -1.871)
H (0.296, 0.777, -0.928)
C (-6.722, -1.377, 0.370)
F (2.183, 1.814, -1.788)
H (-3.486, -1.702, -1.640)
N (-5.497, -0.689, 0.668)
C (-7.599, -0.417, -0.344)
C (-4.037, 0.760, 1.290)
C (5.410, -0.567, -0.212)
H (-7.312, -1.112, 1.767)
H (-8.480, -0.775, -0.479)
F (3.099, 0.762, 1.401)
C (7.580, -0.551, 0.928)
H (-3.606, 1.683, 2.030)
F (7.265, 0.706, -1.051)
F (8.854, -0.266, 0.902)
F (4.870, -1.582, -1.168)
H (-6.742, -2.278, 0.220)
F (2.900, 3.037, -0.212)
H (-1.707, -0.393, -1.211)
O (0.696, 2.711, 1.435)
C (2.308, 1.770, -0.345)
F (5.230, 1.772, 0.547)
N (-5.179, 0.285, 1.540)
H (-7.091, -0.425, -1.441)



Record 2
This record from OMol25 describes a molecular structure, C34H35N2O3OsP2S2. The level of theory is wB97M-V/def2-TZVPD.

Computed properties:
⟨S²⟩	6.028
strongest force on any atom	0.5	eV Å⁻¹
E_HOMO (spin up / spin down)	-16.2 / -16.9	eV
Kohn-Sham gap (spin up / spin down)	8.16 / 6.66	eV
total charge	+3
spin multiplicity	5

Geometry (Å):
H (2.073, 1.224, 6.606)
C (-1.925, 4.089, 2.468)
H (-1.915, 2.104, -4.773)
C (1.253, -0.144, 3.609)
C (0.702, 3.121, -2.300)
C (6.547, -0.589, -2.360)
C (-4.797, 1.639, -0.012)
C (1.436, 0.841, 4.604)
C (4.717, -1.065, -3.871)
C (-3.551, 2.169, -0.332)
C (-2.233, -3.459, 0.589)
C (2.396, -0.674, -2.841)
C (-0.761, 4.120, 1.711)
C (-2.576, -0.032, -0.140)
H (1.545, 2.685, -1.767)
C (0.002, 2.970, 1.568)
C (6.079, -1.000, -3.604)
H (-2.486, 0.101, -3.434)
C (-2.446, 1.337, -0.397)
C (-1.550, 2.583, -3.866)
H (-1.411, 3.641, -4.085)
C (1.943, 0.479, 5.834)
H (-2.506, 4.992, 2.595)
S (0.078, 1.904, -3.480)
C (-1.572, -2.792, -0.449)
C (2.157, -1.819, 5.084)
C (-2.336, 2.914, 3.091)
H (-3.093, -5.300, 1.255)
H (-1.636, -0.900, -4.418)
C (-0.414, 1.791, 2.185)
Os (-0.054, -0.385, -2.294)
H (-0.084, 3.403, -1.603)
C (1.654, -1.475, 3.849)
H (-0.787, -1.568, 2.007)
H (-3.445, 3.230, -0.516)
H (-1.471, 1.763, -0.613)
H (-3.234, 2.904, 3.693)
C (-3.831, -0.559, 0.168)
H (2.695, -1.125, 7.041)
C (-1.583, -4.837, -1.741)
C (4.332, -0.284, -1.612)
H (0.679, -1.799, 1.059)
H (-2.416, -1.490, -3.108)
H (-2.495, -2.946, 1.507)
H (6.789, -1.275, -4.371)
H (1.034, 3.987, -2.870)
H (-2.248, 2.463, -3.040)
H (-5.662, 2.286, 0.041)
H (-3.961, -1.619, 0.338)
C (-1.578, 1.763, 2.963)
C (2.296, -0.846, 6.075)
H (1.172, 1.872, 4.409)
C (-4.934, 0.281, 0.236)
C (-2.576, -4.793, 0.452)
H (-0.432, 5.048, 1.262)
H (7.613, -0.555, -2.179)
C (5.675, -0.220, -1.332)
H (-1.885, 0.855, 3.469)
H (6.049, 0.094, -0.367)
H (-5.905, -0.131, 0.477)
O (2.906, 1.522, -0.260)
H (2.452, -2.840, 5.284)
N (1.847, -0.281, -1.661)
H (0.934, 2.992, 1.014)
H (-2.525, -6.523, -0.813)
H (4.346, -1.388, -4.834)
O (1.522, -0.951, -3.711)
H (-0.673, -3.034, -2.409)
C (3.846, -0.699, -2.857)
S (3.011, 0.117, -0.512)
C (-2.257, -5.480, -0.713)
P (0.631, 0.354, 2.062)
P (-1.105, -1.061, -0.295)
N (-1.858, -0.702, -3.441)
C (-0.136, -1.099, 1.261)
C (-1.241, -3.500, -1.606)
O (2.910, -0.799, 0.581)
H (1.577, -2.227, 3.076)
H (-1.315, -5.377, -2.638)



Record 3
This record from OMol25 describes a molecular structure, C54H42AuClFGeO4P3. The level of theory is wB97M-V/def2-TZVPD.

Computed properties:
⟨S²⟩	2.021
strongest force on any atom	0.7	eV Å⁻¹
E_HOMO (spin up / spin down)	-12.6 / -13.6	eV
Kohn-Sham gap (spin up / spin down)	7.97 / 6.28	eV
energy above the lowest of the compared OMol25 structures with the same formula, charge and spin	28.6	kJ/mol
total charge	+2
spin multiplicity	3

Geometry (Å):
H (-1.054, 3.929, -5.143)
C (-3.734, 1.542, 3.945)
H (3.051, 3.013, 5.126)
O (-2.599, -2.711, -0.382)
P (-0.246, 2.612, -0.432)
C (0.667, 0.680, 4.461)
C (3.021, -2.133, 1.346)
H (-0.700, -2.377, 1.347)
H (1.448, -4.448, 5.286)
P (2.460, -0.191, -0.522)
H (0.724, -5.842, 3.384)
H (-1.808, 3.255, -2.915)
C (1.918, -0.694, -3.151)
C (-2.386, 1.281, 3.812)
C (2.075, -0.605, -4.523)
C (1.547, 3.271, -2.377)
H (0.652, 0.785, 7.855)
C (0.976, -3.989, 4.428)
C (2.846, -1.889, -0.018)
H (-0.579, 5.281, -0.722)
Ge (2.060, 2.249, 2.390)
H (-4.977, -1.464, 2.979)
C (6.077, 1.871, 1.492)
C (1.887, 5.104, 2.204)
C (3.376, -3.394, 1.785)
H (4.517, 1.276, -2.203)
F (0.763, 1.236, 1.740)
C (-2.018, 2.757, -0.180)
C (3.990, 0.810, -4.212)
H (-2.586, -1.963, 2.774)
H (2.590, 5.081, 3.030)
C (3.114, 0.145, -5.056)
Cl (-2.273, -1.530, -1.090)
H (-0.340, -4.793, 1.407)
C (-0.749, 3.344, -3.111)
C (-2.541, 3.506, 0.876)
H (-4.065, 2.511, 4.289)
P (-0.229, -0.294, 3.211)
H (6.962, 2.330, 1.909)
C (1.400, 3.912, 1.672)
C (3.752, 0.728, 0.402)
C (-3.912, 3.578, 1.058)
C (3.537, -4.426, 0.869)
H (0.253, 7.339, 0.274)
C (-1.959, 0.007, 3.413)
H (-5.721, 0.767, 3.732)
C (0.147, -2.036, 3.309)
H (-1.887, 4.051, 1.543)
H (3.235, 0.215, -6.128)
H (2.285, 3.103, -1.598)
H (-2.500, 1.423, -1.812)
H (3.821, -5.411, 1.212)
H (4.800, 1.397, -4.622)
H (2.888, -2.752, -1.993)
C (3.650, 1.650, 1.458)
C (1.661, 1.655, 4.207)
O (-1.919, -0.470, -0.054)
O (-1.066, -1.693, -1.876)
C (1.964, 3.681, -3.629)
H (1.385, -1.123, -5.172)
C (-4.248, 2.115, -0.823)
C (0.108, 5.215, 0.113)
Au (0.141, 0.059, -0.383)
H (-5.834, 2.941, 0.359)
C (0.946, 1.023, 6.843)
C (-4.665, 0.555, 3.640)
C (-0.323, 3.739, -4.370)
H (3.486, -4.991, -1.198)
C (-4.249, -0.701, 3.217)
H (7.146, 0.587, 0.143)
H (3.016, 3.828, -3.825)
C (0.309, 0.403, 5.780)
H (1.108, -2.021, 5.247)
H (-0.489, -0.302, 5.986)
H (3.537, -3.570, 2.839)
C (1.948, 1.946, 6.599)
C (3.007, -2.924, -0.932)
C (-2.902, -0.981, 3.096)
H (5.136, -0.425, -0.779)
C (-2.882, 2.046, -1.015)
H (-1.660, 2.054, 4.041)
H (2.452, 2.434, 7.422)
C (3.349, -4.192, -0.483)
C (6.179, 0.907, 0.505)
C (2.287, 2.263, 5.291)
H (4.765, 2.942, 2.771)
H (1.353, 4.222, -5.612)
C (-0.028, -4.189, 2.247)
C (5.029, 0.343, -0.021)
C (3.833, 0.730, -2.837)
C (0.503, 3.961, 0.592)
C (0.780, -2.619, 4.408)
H (2.919, -1.329, 2.067)
C (0.583, 6.389, 0.671)
H (1.094, -1.278, -2.758)
H (-4.906, 1.556, -1.472)
H (-4.313, 4.184, 1.858)
C (4.821, 2.217, 1.964)
C (1.028, 3.907, -4.630)
H (1.877, 7.247, 2.152)
O (-3.341, -1.033, -1.868)
C (0.568, -4.773, 3.356)
C (-0.228, -2.821, 2.216)
C (0.187, 3.109, -2.108)
C (2.806, -0.039, -2.294)
C (1.487, 6.338, 1.718)
C (-4.765, 2.885, 0.211)



Record 4
This record from OMol25 describes a molecular structure, C29H46BrN3P2PtS. The level of theory is wB97M-V/def2-TZVPD.

Computed properties:
⟨S²⟩	2.016
strongest force on any atom	3.1	eV Å⁻¹
E_HOMO (spin up / spin down)	-12.7 / -13.1	eV
Kohn-Sham gap (spin up / spin down)	8.14 / 4.01	eV
energy above the lowest of the compared OMol25 structures with the same formula, charge and spin	381.8	kJ/mol
total charge	+2
spin multiplicity	3

Geometry (Å):
C (-3.158, 2.767, -0.404)
H (2.769, -4.013, 0.265)
N (1.949, 0.003, 5.627)
C (-1.308, 2.157, 1.531)
C (-0.567, -2.024, -2.190)
H (-0.083, -4.129, -2.512)
H (2.648, -4.242, 1.993)
H (6.000, -0.392, 1.609)
H (-3.777, -0.032, -3.510)
H (-1.273, 2.640, -6.158)
C (-0.833, 4.761, -6.337)
C (0.127, -0.617, 7.114)
H (-0.226, -1.403, 7.772)
C (-0.591, 5.937, -4.366)
H (-1.016, -1.448, 5.536)
C (5.144, -0.994, 1.297)
H (-0.789, 0.925, 4.293)
H (0.115, 1.876, -0.056)
C (-1.361, 2.372, -3.416)
H (1.036, -3.283, -1.471)
P (-2.299, -1.409, -2.055)
C (-3.865, -2.285, 0.302)
H (-2.987, -1.194, -5.618)
C (-3.377, -1.135, -3.569)
H (2.076, -1.895, 2.404)
H (4.056, -2.189, -0.973)
H (-1.631, -0.332, -4.784)
H (2.662, 0.059, -2.575)
C (2.923, -3.517, 1.225)
H (-3.263, -0.280, -0.364)
H (-1.736, -2.082, -4.558)
C (-0.796, -0.464, 5.945)
H (-1.949, -1.280, 0.215)
H (-4.815, -2.274, -0.236)
H (2.417, -2.222, -1.689)
H (-3.513, -3.321, 0.405)
C (-2.401, -1.223, -4.704)
H (4.296, 0.225, -1.840)
H (-1.754, -0.016, 6.203)
H (-0.827, 4.796, -7.434)
H (-0.504, 2.061, 2.260)
C (-1.886, 2.368, -0.785)
H (3.596, 0.329, 2.031)
H (3.988, -3.323, 1.341)
H (2.259, -0.789, 7.484)
C (2.066, -2.280, 1.377)
H (4.215, 0.767, 0.448)
Br (-3.152, 2.059, 3.648)
C (3.181, -1.568, -1.234)
C (-0.037, -3.378, -1.712)
H (4.009, -0.960, -3.135)
S (1.726, 1.414, 3.400)
H (5.455, -1.513, 0.390)
H (-0.129, -1.219, -1.557)
H (1.013, -2.514, 1.163)
H (-4.313, -1.720, -3.737)
H (-0.164, -1.872, -3.206)
H (-4.608, 2.786, 1.126)
H (-0.425, 6.924, -3.903)
N (-0.701, 5.920, -5.690)
H (4.979, -1.732, 2.083)
C (-0.778, 4.779, -3.614)
P (2.429, -0.800, 0.313)
H (-3.797, 3.117, -1.199)
H (0.118, 0.305, 7.676)
H (1.616, -1.920, 6.301)
C (1.125, 0.547, 4.714)
H (-4.060, -1.890, 1.306)
H (-0.740, 4.879, -2.535)
C (-2.886, -1.310, -0.351)
C (3.950, -0.091, 1.080)
H (-0.560, -3.756, -0.829)
C (-1.035, 3.545, -4.232)
C (-3.583, 2.551, 0.895)
N (-0.201, 0.387, 4.917)
C (-1.661, 2.044, -2.168)
C (-1.046, 3.550, -5.634)
C (-0.933, 2.066, 0.193)
H (2.925, -0.011, 5.379)
C (3.562, -0.485, -2.250)
C (-2.651, 2.254, 1.914)
Pt (-1.927, 0.556, -3.255)
C (1.539, -0.899, 6.674)